(1)
C35H33GeMnN9O3 | wB97M-V/def2-TZVPD

Values from the calculation:
F_max in eV/A: 0.955
<S²>: 8.8025
Charge: -2
2S+1: 6
ΔE to the lowest compared entry with this formula, charge and spin in eV: 0.5269

```
82
C35H33GeMnN9O3 (wB97M-V/def2-TZVPD)
Mn 0.1996 0.6778 -2.0984
C -4.0141 0.6287 -0.9585
C -2.8261 1.0283 -1.5387
N -1.6448 0.4952 -1.2768
C -1.5801 -0.4740 -0.1780
C -2.9324 -1.1156 0.0585
N -4.0482 -0.5642 -0.2502
C -0.5424 -1.5443 -0.5474
C -0.3462 -2.7006 0.1525
C 0.6991 -3.5998 -0.2299
C 1.4819 -3.1916 -1.3589
C 1.2198 -1.9974 -2.0088
N 0.2071 -1.1985 -1.6021
C 1.9525 -1.4081 -3.1293
C 2.9265 -2.0556 -3.8647
N 3.6032 -1.5227 -4.8846
C 3.2475 -0.2104 -5.1625
C 2.2742 0.4514 -4.4742
N 1.5797 -0.0957 -3.4559
C 0.9462 -4.7998 0.4953
C 0.0394 -5.3416 1.4623
C 0.3205 -6.5209 2.1058
N 1.4338 -7.2714 1.9278
C 2.3028 -6.7540 1.0298
C 2.1265 -5.5921 0.3190
H -4.9584 1.0649 -1.2513
H -2.8345 1.7884 -2.3168
H -2.9567 -2.1179 0.4910
H -0.9568 -2.9131 1.0201
H 2.2857 -3.8169 -1.7191
H 3.1683 -3.0872 -3.6172
H 3.7776 0.2786 -5.9724
H 2.0078 1.4698 -4.7381
H -0.8972 -4.8424 1.6808
H -0.3966 -6.9169 2.8217
H 3.2151 -7.3283 0.8853
H 2.9097 -5.2662 -0.3537
O 1.6215 0.8219 -0.4103
C 2.1345 1.2234 0.6647
C 3.4748 0.8642 1.0371
C 4.0761 1.3701 2.1554
C 3.4080 2.2679 3.0157
C 2.1067 2.5998 2.7216
C 1.4504 2.0624 1.6041
C 0.0848 2.4575 1.3478
N -0.9677 1.7084 1.0435
C -2.0857 2.5229 0.9026
C -1.6888 3.7854 1.1278
N -0.3437 3.7177 1.4488
H 4.0012 0.1904 0.3718
H 5.0916 1.0680 2.3890
H 3.8951 2.6707 3.8949
H 1.5552 3.2633 3.3812
H -3.0458 2.1123 0.6205
H -2.2341 4.7113 1.1007
H 0.3221 4.4514 1.2570
O 1.1576 3.9854 -1.2911
C 0.3787 3.8516 -2.2307
C -0.1951 5.0604 -2.9747
C -1.2451 4.4456 -3.8823
C -0.9394 2.9527 -3.7964
O -1.4578 2.1276 -4.5258
N -0.0561 2.6862 -2.7813
H 0.6225 5.5296 -3.5261
H -0.5720 5.7889 -2.2555
H -1.2300 4.7769 -4.9192
H -2.2574 4.5913 -3.4983
C -1.2276 1.1266 4.1009
Ge -1.9861 -0.1776 2.8343
C -3.9227 0.0452 2.9112
C -1.5067 -1.9507 3.4952
C -1.0335 0.2402 1.1428
H -1.5285 0.8657 5.1190
H -1.5808 2.1395 3.8828
H -0.1347 1.1238 4.0495
H -4.2021 0.2379 3.9507
H -4.4221 -0.8522 2.5471
H -4.2522 0.8806 2.2886
H -1.7832 -2.0177 4.5507
H -0.4310 -2.1126 3.3994
H -2.0220 -2.7430 2.9485
H -0.0189 -0.1071 1.3245
```

***

(2)
C35H33MnN4O3Te | wB97M-V/def2-TZVPD

Values from the calculation:
F_max in eV/A: 2.231
<S²>: 1.1787
Charge: +1
2S+1: 2
Electronic energy in eV: -87537.18844

```
77
C35H33MnN4O3Te (wB97M-V/def2-TZVPD)
Mn -0.0059 -0.1260 -0.3289
C 2.9529 -6.0361 2.0961
C 2.1659 -4.8251 1.7131
C 0.8361 -4.6933 2.1157
C 0.0853 -3.5813 1.7806
C -1.3389 -3.3810 2.1615
O -2.0213 -2.5497 1.5917
C -1.8886 -4.2316 3.2417
C -3.1994 -4.6865 3.1004
C -3.7661 -5.4910 4.0699
C -3.0366 -5.8340 5.1967
C -1.7509 -5.3433 5.3686
C -1.1715 -4.5469 4.3959
C 0.6602 -2.5828 0.9446
O -0.0416 -1.6015 0.5160
C 2.0321 -2.6916 0.5452
C 2.7476 -3.8190 0.9574
C 2.6397 -1.6329 -0.2328
N 1.9795 -0.5591 -0.5702
C 2.6484 0.5624 -1.2180
C 2.6367 1.7401 -0.2507
Te 3.0839 3.6097 -1.2370
C 5.2009 3.2506 -1.1063
C 5.8810 3.5975 0.0516
C 7.2424 3.3654 0.1470
C 7.9244 2.7892 -0.9125
C 7.2428 2.4419 -2.0668
C 5.8812 2.6728 -2.1675
C 4.0444 -1.8387 -0.6804
C 5.1190 -1.1227 -0.1611
C 6.3953 -1.3395 -0.6508
C 6.6012 -2.2381 -1.6829
C 5.5312 -2.9380 -2.2164
C 4.2577 -2.7560 -1.7081
H 2.3343 -6.7404 2.6448
H 3.7979 -5.7522 2.7220
H 3.3433 -6.5340 1.2104
H 0.3738 -5.4946 2.6728
H -3.7511 -4.4101 2.2153
H -4.7756 -5.8507 3.9470
H -3.4742 -6.4687 5.9524
H -1.1948 -5.5836 6.2634
H -0.1816 -4.1386 4.5488
H 3.7780 -3.9231 0.6540
H 2.0710 0.8200 -2.1183
H 3.6783 0.3258 -1.5052
H 3.3444 1.5900 0.5613
H 1.6350 1.8546 0.1743
H 5.3515 4.0620 0.8727
H 7.7723 3.6506 1.0433
H 8.9884 2.6234 -0.8410
H 7.7733 2.0050 -2.8991
H 5.3539 2.4173 -3.0759
H 4.9649 -0.4123 0.6376
H 7.2334 -0.8129 -0.2229
H 7.5941 -2.3994 -2.0720
H 5.6854 -3.6375 -3.0230
H 3.4205 -3.3143 -2.1016
N -2.4281 -0.9303 -6.3228
C -2.0160 -1.0238 -5.2529
N -1.5383 -1.2327 -4.0804
C -0.9980 -0.7532 -3.0967
N -0.4305 -0.4455 -2.0968
C -2.0042 2.8151 1.3050
C -1.6772 2.3474 -0.1205
C -1.0105 3.4718 -0.9236
C -2.9439 1.8731 -0.8502
O -0.7855 1.2884 -0.0279
H -2.7195 3.6299 1.2734
H -1.0987 3.1589 1.8040
H -2.4225 1.9886 1.8763
H -1.7139 4.2904 -1.0302
H -0.7305 3.1069 -1.9122
H -0.1172 3.8401 -0.4178
H -3.7082 2.6441 -0.7982
H -3.3188 0.9614 -0.3876
H -2.7138 1.6667 -1.8944
```

***

(3)
C35H33N10O3Pd | wB97M-V/def2-TZVPD

Values from the calculation:
F_max in eV/A: 0.345
<S²>: 2.0055
Charge: +1
2S+1: 3
ΔE to the lowest compared entry with this formula, charge and spin in eV: 0.0000

```
82
C35H33N10O3Pd (wB97M-V/def2-TZVPD)
Pd -0.2312 -1.6468 -0.2855
C 0.4793 4.8662 1.5039
O 0.2729 5.1742 0.1242
C 1.3544 4.9279 -0.6884
C 2.1887 5.9639 -1.0655
C 3.2486 5.7195 -1.9273
C 3.4516 4.4419 -2.4240
C 2.6010 3.4037 -2.0712
C 1.5550 3.6362 -1.1856
N 0.6020 2.6684 -0.7983
C 0.7662 1.3235 -0.6197
N 2.0374 0.9019 -0.4753
C 2.5981 -0.3991 -0.3788
C 1.8891 -1.5904 -0.3656
C 2.6405 -2.7703 -0.2716
C 4.0184 -2.7668 -0.1945
C 4.7189 -1.5624 -0.2084
C 4.0087 -0.3828 -0.3055
O 4.5788 0.8618 -0.3357
C 5.9948 0.9450 -0.3115
N -0.2606 0.5217 -0.5758
C -1.5593 1.0806 -0.7379
C -2.2418 1.4983 0.4071
C -3.5294 1.9953 0.3561
C -4.1639 2.0899 -0.8786
C -3.5068 1.6844 -2.0229
C -2.2092 1.1693 -1.9748
O -1.7077 0.8297 -3.1939
C -0.6062 -0.0497 -3.3571
H -0.1968 5.4967 2.0764
H 1.5093 5.0801 1.7941
H 0.2572 3.8148 1.7053
H 1.9909 6.9528 -0.6756
H 3.9042 6.5280 -2.2181
H 4.2634 4.2484 -3.1114
H 2.7435 2.4223 -2.5027
H -0.3445 3.0123 -0.7096
H 2.7334 1.6329 -0.4348
H 2.1349 -3.7298 -0.2613
H 4.5638 -3.6985 -0.1261
H 5.7966 -1.5582 -0.1513
H 6.2360 2.0024 -0.3733
H 6.4297 0.4189 -1.1638
H 6.3940 0.5327 0.6176
H -1.7191 1.4109 1.3535
H -4.0278 2.3143 1.2611
H -5.1679 2.4849 -0.9507
H -3.9791 1.7511 -2.9936
H -0.5632 -0.2544 -4.4243
H -0.7630 -0.9973 -2.8203
H 0.3348 0.3925 -3.0334
C -4.8978 -1.6254 -0.4482
C -3.5428 -1.6964 -0.8083
N -2.5696 -1.7017 0.0768
C -2.8818 -1.6256 1.3891
C -4.1988 -1.5572 1.8482
C -5.2223 -1.5616 0.8805
C -4.4687 -1.4619 3.2567
C -3.4607 -1.4250 4.1508
C -2.0923 -1.4793 3.7137
C -1.0085 -1.4222 4.6127
C 0.2758 -1.4605 4.1365
C 0.4805 -1.5572 2.7522
N -0.5214 -1.6182 1.8978
C -1.7963 -1.5818 2.3529
H -5.6559 -1.6177 -1.2178
H -3.2523 -1.7455 -1.8514
H -6.2552 -1.5051 1.1999
H -5.4993 -1.4137 3.5822
H -3.6616 -1.3477 5.2107
H -1.2060 -1.3449 5.6745
H 1.1270 -1.4176 4.7996
H 1.4744 -1.5852 2.3203
N 0.1190 -6.8478 -2.1444
N -0.1778 -5.8429 -1.2365
N -0.2620 -6.0708 0.0511
C -0.4469 -4.8386 0.5139
N -0.4662 -3.9391 -0.4696
N -0.2855 -4.6047 -1.5974
H -0.2860 -7.7026 -1.7750
H -0.3171 -6.5914 -3.0244
H -0.5629 -4.6038 1.5570
```